i | Entry from OMol25: a structure of composition C9H11O3 (ωB97M-V/def2-TZVPD).

E_HOMO ... -0.1491 hartree
Kohn-Sham gap ... 0.2723 Eh
Charge ... -1

Last column: Löwdin charge in e.
Atoms and positions in Å:
1 C 0.295 -3.337 -0.578  -0.0347
2 C 1.692 -3.623 -0.976  -0.7203
3 O 2.119 -4.737 -1.215  0.0122
4 O 2.395 -2.539 -0.989  -0.0258
5 H -0.045 -2.812 -1.511  0.0918
6 H 0.163 -2.574 0.281  0.1115
7 H -0.300 -4.206 -0.464  0.0492
8 C -2.308 2.831 1.113  -0.0944
9 C 1.179 0.596 -0.237  -0.4229
10 C -0.209 0.252 -0.461  -0.0350
11 C 1.240 1.710 0.532  -0.0757
12 C -1.359 0.856 -0.071  -0.0789
13 C 0.185 2.442 0.955  -0.0736
14 C -1.104 1.957 0.721  -0.3184
15 O 2.205 -0.124 -0.422  -0.0291
16 H 2.088 -1.366 -0.760  0.1042
17 H -0.256 -0.665 -0.940  0.0515
18 H 2.158 2.085 0.759  0.0777
19 H -2.215 0.660 -0.630  0.0926
20 H 0.319 3.422 1.525  0.1278
21 H -2.611 3.486 0.304  0.0439
22 H -2.315 3.572 1.860  0.0251
23 H -3.317 2.114 1.205  0.1211


ii | Entry from OMol25: a cluster of 2 separate species, C9H11O3 in total (ωB97M-V/def2-TZVPD).

E_HOMO ... -0.1554 hartree
Kohn-Sham gap ... 0.2797 Eh
Charge ... -1

Last column: Löwdin charge in e.
Atoms and positions in Å:
1 C -2.000 3.202 -2.379  -0.0920
2 C -0.326 -0.504 -0.896  -0.3484
3 C -0.689 -0.270 -2.233  -0.0923
4 C -0.414 0.582 0.026  0.0060
5 C -1.192 0.784 -2.849  -0.0687
6 C -0.962 1.742 -0.584  -0.0713
7 C -1.289 1.934 -1.960  -0.2595
8 O 0.257 -1.663 -0.607  -0.0227
9 H 0.884 -1.642 0.315  0.1078
10 H -0.438 -1.088 -2.844  0.0922
11 H -0.200 0.435 1.127  0.1024
12 H -1.287 0.985 -3.921  0.1065
13 H -0.959 2.627 0.143  0.1183
14 H -2.831 3.653 -1.815  0.0793
15 H -2.263 3.199 -3.387  0.0422
16 H -1.446 4.028 -2.225  0.0181
17 C 1.431 -2.142 3.799  -0.0291
18 C 1.461 -1.384 2.465  -0.5599
19 O 1.201 -0.141 2.752  -0.1097
20 O 2.045 -1.775 1.329  -0.1258
21 H 1.496 -1.507 4.468  -0.0377
22 H 2.230 -2.845 3.882  0.0598
23 H 0.669 -2.884 4.117  0.0844


Name the least stable of them. ii.